[1]
C19H13ClFNO2S in the gas phase in a non-equilibrium geometry, computed with wB97M-V/def2-TZVPD.

```
38
Properties=species:S:1:pos:R:3:lowdin_charge:R:1
O -0.413 -3.748 1.079 -0.338
O -1.801 -2.229 -0.203 -0.330
F -2.594 1.762 0.193 0.080
Cl -3.109 2.055 -4.784 0.667
C -0.552 0.340 4.327 -0.009
C 3.362 -1.146 -1.376 -0.129
C -1.253 -0.896 4.332 -0.103
C 2.948 -2.396 -1.622 -0.070
C -0.648 1.941 -3.545 -0.084
C -2.708 2.023 -2.156 -0.058
C -0.034 0.728 3.028 -0.013
C 2.702 -0.246 -0.566 -0.019
C 0.045 1.724 -2.433 -0.071
C -1.452 -1.591 3.204 -0.022
C 1.633 -2.659 -1.130 -0.041
C -1.982 1.853 -1.023 -0.206
C -2.087 2.187 -3.388 -0.609
C -0.079 -0.064 1.957 -0.286
C 1.421 -0.537 0.009 -0.170
C -0.600 1.618 -1.214 -0.098
C -0.653 -1.210 2.043 -0.191
C 0.921 -1.822 -0.303 -0.197
N 0.614 0.394 0.749 0.005
C 0.244 1.722 0.096 -0.049
S -0.569 -2.347 0.611 0.808
H -0.563 1.123 5.059 0.096
H 4.306 -0.743 -1.870 0.134
H -1.603 -1.123 5.345 0.113
H 3.529 -3.049 -2.231 0.102
H -0.271 1.762 -4.544 0.107
H -3.801 2.151 -2.160 0.126
H 0.522 1.690 3.058 0.131
H 3.173 0.732 -0.536 0.112
H 1.126 1.575 -2.481 0.126
H -1.867 -2.643 3.236 0.143
H 1.227 -3.642 -1.507 0.142
H 1.018 2.348 -0.128 0.081
H -0.150 2.366 0.875 0.118
```

Calculated values
- largest force on an atom (hartree/bohr) = 0.135
- SMILES = O=S1(=O)c2ccccc2N(Cc2ccc(Cl)cc2F)c2ccccc21
- orbital gap (eV) = 8.79
- 2S+1 = 1
- calculated total energy (hartree) = -1895.17465


[2]
C6H14N2O2 in the gas phase in a non-equilibrium geometry, computed with wB97M-V/def2-TZVPD.

```
24
Properties=species:S:1:pos:R:3:lowdin_charge:R:1
C 1.325 0.407 0.661 -0.288
C -0.106 0.966 0.501 -0.163
C -1.538 -0.717 -0.909 -0.157
C 2.348 1.528 0.492 -0.058
C -2.681 0.142 -1.328 -0.121
N -1.198 0.005 0.542 -0.192
C 1.573 -0.690 -0.369 -0.547
N 1.373 -1.948 0.100 0.180
O -0.969 -0.886 1.649 -0.074
O 1.951 -0.469 -1.503 0.051
H -1.787 -0.863 2.162 0.099
H 1.409 -0.024 1.661 0.132
H 0.843 -2.084 0.945 0.086
H 1.400 -2.707 -0.563 0.114
H -0.190 1.484 -0.455 0.133
H -0.272 1.694 1.304 0.125
H -0.675 -0.664 -1.571 0.091
H -1.841 -1.725 -0.629 0.106
H 3.350 1.165 0.713 0.085
H 2.343 1.880 -0.538 0.081
H 2.121 2.361 1.155 0.078
H -2.950 0.551 -0.273 0.108
H -3.455 -0.418 -1.843 0.065
H -2.372 1.012 -1.904 0.066
```

Calculated values
- largest force on an atom (hartree/bohr) = 0.064
- SMILES = CCN(O)C[C@H](C)C(N)=O
- orbital gap (eV) = 9.51
- 2S+1 = 1
- calculated total energy (hartree) = -496.94383


[3]
2 unconnected molecules or ions with the total composition C8H13N4 in a non-equilibrium geometry, computed with wB97M-V/def2-TZVPD.

```
25
Properties=species:S:1:pos:R:3:lowdin_charge:R:1
C 3.393 -0.448 0.692 -0.190
C 2.798 0.921 -1.451 -0.279
C 3.061 0.120 -0.395 -0.008
C 0.341 -0.003 -0.144 -0.010
C 0.839 1.571 1.640 0.040
C -1.093 2.036 0.189 -0.051
C -1.646 -1.344 -0.628 0.006
C 0.558 -1.871 -1.557 -0.008
N 3.702 -1.043 1.730 0.195
N 2.638 1.821 -2.164 0.199
N -0.070 1.108 0.516 -0.157
N -0.234 -0.951 -0.737 -0.140
H 1.434 2.199 1.046 0.081
H 0.165 1.979 2.419 0.117
H 1.463 0.672 1.856 0.083
H -0.689 2.831 -0.350 0.072
H -1.915 1.818 -0.622 0.147
H -1.505 2.412 1.160 0.117
H -1.660 -2.360 -0.444 0.061
H -2.300 -0.722 0.134 0.145
H -2.045 -1.249 -1.745 0.153
H -0.026 -2.383 -2.325 0.105
H 1.449 -1.390 -2.064 0.109
H 1.028 -2.641 -0.972 0.100
H 4.223 -0.686 2.540 0.113
```

Calculated values
- largest force on an atom (hartree/bohr) = 0.084
- total charge = +1
- orbital gap (alpha / beta) (eV) = 6.86 / 7.82
- 2S+1 = 1
- calculated total energy (hartree) = -531.15353


[4]
A molecular structure, C28H24N7O7PdS in a non-equilibrium geometry, computed with wB97M-V/def2-TZVPD.

```
68
Properties=species:S:1:pos:R:3:mulliken_spin:R:1
Pd -1.023 0.937 -1.152 1.480
O -3.565 3.254 4.941 0.049
C -4.047 3.188 3.800 0.014
O -5.043 3.830 3.319 0.905
C -3.349 2.451 2.691 0.001
C -4.094 1.924 1.627 0.015
C -3.358 1.462 0.532 -0.001
N -2.032 1.392 0.446 0.124
C -1.240 1.853 1.542 -0.043
C -1.952 2.239 2.706 0.005
C 0.259 1.716 1.363 0.026
O 1.096 1.868 2.256 0.052
O 0.515 1.467 0.114 0.193
H -5.156 1.876 1.690 -0.001
H -3.867 1.095 -0.378 0.005
H -1.403 2.592 3.608 0.002
N 2.589 0.929 -9.377 0.285
C 2.070 0.808 -8.116 0.185
C 1.524 -0.430 -7.699 0.171
C 1.447 -0.794 -6.372 -0.025
C 1.519 0.241 -5.447 0.259
C 1.795 1.544 -5.866 -0.026
C 2.268 1.785 -7.125 0.129
S 1.448 -0.095 -3.651 0.003
O 2.476 0.617 -2.908 0.013
O 1.474 -1.538 -3.730 0.018
N 0.016 0.454 -3.028 0.075
C -1.177 -0.016 -3.520 0.000
N -1.320 -0.704 -4.647 0.014
C -2.581 -1.000 -4.938 0.013
C -3.696 -0.840 -4.157 0.010
C -3.480 -0.191 -2.924 -0.001
N -2.221 0.143 -2.647 0.067
H 2.582 0.227 -10.090 -0.012
H 2.529 1.786 -9.823 -0.001
H 1.188 -1.164 -8.434 -0.002
H 1.206 -1.811 -6.054 -0.001
H 1.821 2.380 -5.114 0.000
H 2.708 2.769 -7.413 -0.003
H -2.608 -1.601 -5.882 0.000
H -4.671 -1.096 -4.478 0.001
H -4.290 0.214 -2.329 0.002
C 1.245 0.435 5.605 0.000
N 0.380 -0.606 5.079 -0.001
N 0.874 -1.667 4.255 0.001
C -0.199 -2.469 3.789 0.000
O -0.154 -3.485 3.082 0.000
C -1.369 -1.854 4.407 0.000
C -0.981 -0.786 5.169 0.000
C -1.958 0.069 5.868 0.001
C 2.188 -1.979 4.028 0.000
C 3.171 -2.056 5.041 0.000
C 4.455 -2.295 4.637 0.000
C 4.799 -2.589 3.340 0.000
C 3.860 -2.665 2.366 0.000
C 2.470 -2.429 2.700 -0.001
H 1.283 1.185 4.778 0.000
H 2.195 0.017 5.842 0.000
H 0.690 0.858 6.441 0.000
H -2.416 -2.317 4.392 0.000
H -1.544 0.755 6.655 0.000
H -2.635 -0.651 6.336 0.000
H -2.577 0.669 5.131 0.000
H 2.930 -2.050 6.086 0.000
H 5.279 -2.153 5.309 0.000
H 5.858 -2.578 3.087 0.000
H 4.123 -2.576 1.311 0.000
H 1.677 -2.543 1.932 0.000
```

Calculated values
- largest force on an atom (hartree/bohr) = 0.100
- total charge = +1
- orbital gap (alpha / beta) (eV) = 5.36 / 1.79
- 2S+1 = 5
- calculated total energy (hartree) = -2516.90720


[5]
C4H7NO in the gas phase, computed with wB97M-V/def2-TZVPD.

```
13
Properties=species:S:1:pos:R:3:lowdin_charge:R:1
O -2.874 -0.219 1.451 0.046
C -1.806 -0.548 0.998 -0.242
C -0.920 0.373 0.180 -0.173
N 0.159 -0.384 -0.401 -0.146
C 1.126 0.273 -1.244 -0.145
C 1.511 -0.257 0.086 -0.139
H -1.393 -1.567 1.144 0.124
H -0.607 1.215 0.820 0.131
H -1.527 0.794 -0.628 0.133
H 1.093 1.354 -1.357 0.106
H 1.373 -0.263 -2.154 0.101
H 2.058 -1.189 0.174 0.100
H 1.723 0.473 0.863 0.105
```

Calculated values
- largest force on an atom (hartree/bohr) = 0.009
- SMILES = O=CCN1CC1
- orbital gap (eV) = 10.58
- 2S+1 = 1
- calculated total energy (hartree) = -286.54212


[6]
2 unconnected molecules or ions with the total composition C2H2N3S2 in a non-equilibrium geometry, computed with wB97M-V/def2-TZVPD.

```
9
Properties=species:S:1:pos:R:3:lowdin_charge:R:1
C 0.490 0.462 -0.566 -0.568
C -0.605 0.862 -0.862 0.114
N -1.304 2.567 2.338 0.056
N 0.520 -2.283 -0.492 -0.293
N -1.711 2.361 1.341 0.022
S 2.040 0.061 -0.053 0.740
S 1.917 -1.989 0.016 0.821
H -1.558 1.201 -1.148 0.053
H 0.211 -3.242 -0.573 0.055
```

Calculated values
- largest force on an atom (hartree/bohr) = 0.023
- total charge = +1
- orbital gap (alpha / beta) (eV) = 7.30 / 7.31
- 2S+1 = 1
- calculated total energy (hartree) = -1037.67495


Per-record ΔE to the lowest compared entry with this formula, charge and spin, eV: 2.790 3.094 7.934 0.900 2.436 0.000